Record 1
Molecular formula: H2N3O7S2
Method: DFT, wB97M-V/def2-TZVPD

- M: 220.2 g mol⁻¹
- Energy above the lowest of the compared OMol25 structures with the same formula, charge and spin: 0.0 kJ/mol
- Kohn-Sham gap: 9.682 eV
- Net charge: -1
- HOMO level: -0.237 Ha

The geometry in XYZ format:
```
14
Properties=species:S:1:pos:R:3:forces:R:3
N -1.97217 -0.01134 -0.54537 0.2247 -0.2827 0.0057
N 0.43545 0.75352 -0.11833 0.0485 -0.0218 -0.6699
N 1.15594 1.75708 0.25438 0.9801 1.2004 0.3294
O 0.62169 2.81314 0.54316 -0.5967 0.5083 0.1208
O 2.09053 -1.06950 0.72968 0.0217 -0.1501 0.3592
O 2.37928 1.59329 0.28287 0.9386 0.4486 0.2021
O -1.97263 -2.30839 0.26820 0.1654 -0.2531 -0.5146
O -0.71241 -0.73164 1.58853 0.2667 -0.1199 0.2340
O 0.09952 -1.49801 -0.64121 0.2754 0.1748 -0.0923
O 2.07568 -0.45585 -1.64088 -0.0675 -0.2139 -0.3185
S -1.11091 -1.16345 0.29191 -2.9835 -0.6885 1.0505
S 1.42042 -0.49507 -0.37911 0.8220 -0.4890 -0.7097
H -1.57241 0.90027 -0.37338 -0.0141 0.0616 -0.0404
H -2.93799 -0.08405 -0.26045 -0.0813 -0.1745 0.0439
```
Positions in Å, forces in eV/Å.


Record 2
Molecular formula: H2N3OP
Method: DFT, wB97M-V/def2-TZVPD

- M: 91.0 g mol⁻¹
- Energy above the lowest of the compared OMol25 structures with the same formula, charge and spin: 340.2 kJ/mol
- Kohn-Sham gap (alpha / beta): 7.157 / 7.298 eV
- HOMO level (alpha / beta): -0.338 / -0.343 Ha

The geometry in XYZ format:
```
7
Properties=species:S:1:pos:R:3:forces:R:3
N 0.86369 -0.52627 1.49340 1.7894 -0.5527 1.4603
N -0.17043 -1.09570 0.64683 -0.4478 -0.0547 -0.4090
N 0.63900 -0.29346 0.10314 -1.3730 -0.6211 0.8598
O -1.15214 0.28915 -2.06648 3.4556 0.6841 0.7511
P 1.00389 0.87734 -0.89084 -2.4367 0.3599 -3.0521
H 0.52046 0.28956 2.02233 -0.5575 0.0272 -0.2615
H -1.70448 0.45938 -1.30838 -0.4300 0.1572 0.6513
```
Positions in Å, forces in eV/Å.


Record 3
Molecular formula: H2N3OP
Method: DFT, wB97M-V/def2-TZVPD

- M: 91.0 g mol⁻¹
- Energy above the lowest of the compared OMol25 structures with the same formula, charge and spin: 0.6 kJ/mol
- Kohn-Sham gap (alpha / beta): 6.392 / 6.425 eV
- HOMO level (alpha / beta): -0.282 / -0.282 Ha

The geometry in XYZ format:
```
7
Properties=species:S:1:pos:R:3:forces:R:3
N 3.45944 -0.53936 0.00995 -0.0035 -0.9469 -0.0534
N 3.28898 -1.67193 -0.00972 0.1489 0.5471 0.0410
N 3.66558 0.62766 0.00486 0.3333 -1.1480 0.1123
O 0.66559 -0.12411 -0.07631 -1.0233 -0.6429 -1.2052
P 3.61917 2.20379 -0.04003 -0.0945 1.6299 -0.0314
H -0.19621 -0.30348 -0.57392 2.1076 0.1850 0.9365
H 1.37412 -0.69836 -0.45308 -1.4685 0.3758 0.2002
```
Positions in Å, forces in eV/Å.


Record 4
Molecular formula: H2N3P3
Method: DFT, wB97M-V/def2-TZVPD

- M: 137.0 g mol⁻¹
- Energy above the lowest of the compared OMol25 structures with the same formula, charge and spin: 208.5 kJ/mol
- Kohn-Sham gap (alpha / beta): 6.624 / 6.744 eV
- HOMO level (alpha / beta): -0.280 / -0.280 Ha

The geometry in XYZ format:
```
8
Properties=species:S:1:pos:R:3:forces:R:3
N -1.08309 -0.28999 0.87231 0.6562 -0.2339 -0.7401
N 0.39643 0.52339 -1.16645 -1.6431 0.5332 -1.6447
N 1.53199 0.29283 0.76838 1.0012 -0.9402 0.6951
P -1.73444 -1.55679 -0.04084 0.2884 0.8773 0.7326
P 1.83171 -0.15919 -0.73656 -0.0505 0.6364 0.8771
P 0.03085 1.00832 0.48006 -0.0437 0.1887 -1.3617
H -0.77917 -0.38890 1.82460 -0.7958 -0.8913 1.0155
H -0.19428 0.57031 -2.00150 0.5873 -0.1702 0.4262
```
Positions in Å, forces in eV/Å.